No. 1
# C33H36BrCrN3O5Sb2

A molecular structure, C33H36BrCrN3O5Sb2 in a non-equilibrium geometry (ωB97M-V/def2-TZVPD, OMol25).

Geometry (Å):
Cr: -1.27 0.64 0.66
O: 1.38 1.64 -2.69
C: 1.33 0.44 -3.30
C: 2.18 0.29 -4.40
C: 2.21 -0.90 -5.10
C: 1.39 -1.97 -4.72
C: 0.55 -1.82 -3.63
C: 0.51 -0.63 -2.90
C: -0.40 -0.50 -1.73
O: -0.13 0.46 -0.91
N: -1.39 -1.33 -1.58
N: -2.08 -0.97 -0.40
C: -3.10 -1.69 -0.14
C: -3.91 -1.53 1.05
C: -4.99 -2.42 1.24
C: -5.80 -2.35 2.35
C: -5.53 -1.36 3.31
C: -4.47 -0.49 3.15
C: -3.63 -0.56 2.02
O: -2.62 0.27 1.94
H: 0.71 1.68 -1.97
H: 2.80 1.13 -4.69
H: 2.87 -1.00 -5.95
H: 1.42 -2.90 -5.26
H: -0.09 -2.62 -3.31
H: -3.34 -2.48 -0.85
H: -5.17 -3.17 0.48
H: -6.62 -3.04 2.48
H: -6.15 -1.28 4.19
H: -4.25 0.27 3.89
C: 4.31 0.36 -1.74
Sb: 2.62 0.29 -0.40
C: 2.13 2.38 -0.59
C: 3.86 0.46 1.40
C: 4.28 -0.96 1.68
C: 5.46 -1.47 1.12
C: 5.79 -2.81 1.21
C: 4.93 -3.69 1.87
C: 3.77 -3.19 2.45
C: 3.44 -1.84 2.38
C: 2.20 -1.35 3.09
Sb: 0.33 -1.19 1.98
C: 0.36 -3.18 1.20
C: -0.82 -1.68 3.71
H: 5.01 1.14 -1.42
H: 3.93 0.59 -2.74
H: 4.80 -0.61 -1.76
H: 2.69 2.79 -1.43
H: 2.39 2.90 0.33
H: 1.06 2.48 -0.78
H: 3.25 0.90 2.18
H: 4.70 1.12 1.17
H: 6.12 -0.79 0.58
H: 6.71 -3.18 0.76
H: 5.17 -4.74 1.94
H: 3.12 -3.86 2.99
H: 2.34 -0.37 3.54
H: 1.92 -2.05 3.88
H: 0.58 -3.89 1.99
H: 1.11 -3.27 0.41
H: -0.62 -3.38 0.78
H: -0.31 -2.44 4.30
H: -1.80 -2.06 3.40
H: -0.98 -0.79 4.31
Br: -3.83 7.77 -2.41
C: -3.92 5.88 -2.32
C: -4.99 5.23 -2.91
N: -5.12 3.90 -2.88
C: -4.17 3.20 -2.23
C: -3.07 3.79 -1.63
C: -2.93 5.16 -1.68
C: -2.00 2.95 -0.95
O: -0.83 3.30 -1.07
O: -2.49 1.93 -0.34
H: -5.76 5.79 -3.42
H: -4.29 2.13 -2.19
H: -2.07 5.63 -1.24
C: -0.32 2.02 1.91
H: -0.81 2.99 1.79
H: 0.73 2.16 1.64
H: -0.37 1.72 2.96

Multiplicity = 2
ΔE to the lowest compared entry with this formula, charge and spin = 1.169 eV
Orbital gap (spin up / spin down) = 7.590 / 7.299 eV
E_HOMO (spin up / spin down) = -5.1 / -4.8 eV
Total charge = -1
E_tot = -161053.0140 eV

Partial charges, Mulliken, in e: 0.13 -0.57 0.59 -0.82 -0.45 -0.79 -0.74 0.07 0.94 0.49 -1.07 1.11 -0.98 1.14 -0.74 -0.74 -0.44 -0.55 0.10 -0.14 -0.37 0.52 0.39 0.39 0.44 0.26 0.36 0.38 0.39 0.44 -1.23 0.89 -1.20 -1.51 0.42 -0.53 -0.69 -0.72 -0.60 1.19 -1.77 0.42 -1.45 -1.46 0.42 0.28 0.32 0.53 0.46 0.27 0.48 0.73 0.38 0.38 0.40 0.30 0.64 0.70 0.47 0.35 0.41 0.56 0.37 0.37 -0.22 0.03 -0.17 -0.64 -0.25 0.04 -0.39 0.38 -0.79 -0.40 0.37 0.51 0.52 -1.44 0.29 0.31 0.54

No. 2
# CH6P2S

A single CH6P2S molecule in a non-equilibrium geometry (ωB97M-V/def2-TZVPD, OMol25).

Geometry (Å):
P: 1.76 -0.58 0.41
P: 0.22 0.88 0.18
C: -1.03 -0.29 -0.59
S: -2.60 -0.24 0.34
H: 2.60 -0.43 -0.74
H: 2.24 0.41 1.24
H: 0.06 0.32 1.61
H: -1.13 -0.25 -1.73
H: -0.65 -1.29 -0.32
H: -2.38 1.01 0.53

ΔE to the lowest compared entry with this formula, charge and spin = 1.165 eV
Orbital gap = 9.664 eV
E_HOMO = -8.9 eV
SMILES string = [PH2]#[PH]CS
E_tot = -30545.2325 eV

Partial charges, natural (NBO), in e: 0.02 0.30 -0.85 0.00 -0.02 -0.02 0.00 0.24 0.23 0.10

No. 3
# C16H19FN2O4S

A single C16H19FN2O4S molecule (ωB97M-V/def2-TZVPD, OMol25).

Geometry (Å):
C: 6.95 0.85 -0.09
S: 5.46 0.89 0.96
C: 4.40 -0.19 -0.07
C: 3.01 -0.26 0.53
C: 2.11 -1.28 -0.22
N: 0.72 -0.98 -0.02
C: 0.02 -0.24 -0.90
O: 0.44 0.10 -1.99
C: -1.39 0.08 -0.47
C: -2.32 -0.88 -0.38
C: -3.73 -0.71 -0.05
C: -4.67 -1.55 -0.64
C: -6.01 -1.42 -0.37
C: -6.42 -0.44 0.52
F: -7.74 -0.31 0.80
C: -5.51 0.39 1.15
C: -4.17 0.26 0.86
N: -1.64 1.44 -0.33
C: -0.66 2.35 -0.04
C: -1.13 3.78 -0.10
O: 0.47 2.01 0.26
C: 2.39 -2.68 0.30
O: 1.69 -3.26 1.08
O: 3.53 -3.18 -0.18
H: 7.70 1.46 0.41
H: 7.30 -0.17 -0.18
H: 6.72 1.27 -1.06
H: 4.87 -1.17 -0.10
H: 4.37 0.23 -1.07
H: 3.07 -0.53 1.59
H: 2.52 0.72 0.45
H: 2.32 -1.22 -1.29
H: 0.33 -1.20 0.88
H: -2.01 -1.89 -0.63
H: -4.34 -2.31 -1.33
H: -6.75 -2.07 -0.83
H: -5.86 1.13 1.86
H: -3.46 0.87 1.38
H: -2.58 1.76 -0.48
H: -1.98 3.93 0.55
H: -1.42 4.02 -1.12
H: -0.32 4.44 0.20
H: 3.70 -4.06 0.20

ΔE to the lowest compared entry with this formula, charge and spin = 0.000 eV
Orbital gap = 8.970 eV
E_HOMO = -8.4 eV
SMILES string = CSCC[C@H](NC(=O)/C(=C/c1ccc(F)cc1)NC(C)=O)C(=O)O
E_tot = -41624.5571 eV

Partial charges, natural (NBO), in e: -0.73 0.17 -0.52 -0.42 -0.16 -0.60 0.68 -0.61 0.11 -0.24 -0.10 -0.16 -0.27 0.39 -0.32 -0.28 -0.19 -0.63 0.70 -0.71 -0.60 0.80 -0.60 -0.68 0.23 0.21 0.21 0.22 0.21 0.21 0.26 0.25 0.42 0.23 0.22 0.23 0.23 0.22 0.41 0.23 0.24 0.25 0.50